Molecular formula: C35H30F3N2
Method: DFT, ωB97M-V/def2-TZVPD

The total charge is +1. The calculation puts the electronic energy at -1760.61288 a.u.

XYZ file:
```
70
Properties=species:S:1:pos:R:3:forces:R:3
C -4.789 1.665 -2.059 -0.266 0.138 0.115
C -3.865 2.007 -3.036 0.329 -0.381 -0.013
C -2.804 1.147 -3.313 -0.480 -0.075 0.448
C -2.691 -0.038 -2.591 0.454 -0.110 -0.169
C -1.549 -0.995 -2.918 -0.490 -0.083 0.542
C -0.542 -1.054 -1.815 0.435 0.181 -0.068
N -0.824 -1.807 -0.735 0.104 0.121 -0.224
C -0.007 -1.929 0.325 0.191 0.058 0.138
C 1.201 -1.279 0.331 -0.017 0.080 0.025
C 1.547 -0.482 -0.757 -0.452 -0.329 0.110
C 0.672 -0.364 -1.828 0.116 0.160 -0.077
C 1.051 0.517 -2.958 0.090 0.061 -0.607
C 1.433 0.017 -4.199 -0.260 0.236 0.328
C 1.766 0.926 -5.190 0.262 -0.312 -0.389
N 1.770 2.248 -5.059 -0.217 0.058 0.232
C 1.406 2.722 -3.869 0.112 -0.479 -0.103
C 1.060 1.893 -2.814 -0.199 0.273 0.672
C -3.602 -0.367 -1.595 -0.315 0.816 -0.118
C -4.670 0.490 -1.329 0.698 -0.261 -0.269
H -5.621 2.324 -1.862 -0.048 0.083 0.017
H -3.958 2.928 -3.588 -0.100 0.102 -0.032
H -2.081 1.378 -4.081 0.054 0.079 -0.091
H -1.059 -0.684 -3.828 0.052 -0.087 -0.222
H -1.971 -1.995 -3.034 0.064 -0.093 -0.250
H -1.711 -2.297 -0.744 0.001 -0.090 0.124
H -0.347 -2.543 1.141 -0.087 -0.113 0.019
H 1.871 -1.372 1.170 0.001 -0.094 0.115
H 2.494 0.036 -0.768 0.094 0.085 -0.007
H 1.454 -1.044 -4.389 0.067 -0.132 -0.104
H 2.065 0.535 -6.154 0.040 0.090 -0.140
H 1.386 3.792 -3.730 0.067 0.176 -0.111
H 0.791 2.335 -1.863 -0.070 0.056 0.036
H -3.508 -1.273 -1.025 -0.061 -0.209 0.022
H -5.369 0.215 -0.556 -0.210 0.142 0.029
F 4.239 0.650 0.599 -0.061 -0.063 -0.015
C 4.159 1.683 1.480 -0.006 0.211 0.163
C 2.998 1.852 2.205 -0.122 -0.147 -0.064
C 2.920 2.905 3.106 0.121 0.057 -0.036
C 3.995 3.770 3.258 -0.022 0.063 0.011
C 5.152 3.582 2.514 -0.159 -0.034 0.003
C 5.241 2.526 1.617 0.174 -0.022 -0.131
H 2.168 1.169 2.067 0.015 -0.007 0.024
H 2.021 3.050 3.689 -0.012 -0.018 -0.002
H 3.931 4.590 3.958 0.019 -0.014 0.019
H 5.988 4.257 2.632 0.026 -0.022 0.009
H 6.136 2.356 1.032 -0.020 -0.010 -0.011
F -4.242 -3.343 -1.329 0.120 -0.131 0.042
C -5.542 -3.511 -1.709 -0.297 -0.035 -0.093
C -6.532 -2.888 -0.982 0.108 0.127 0.157
C -7.852 -3.058 -1.375 0.017 -0.070 -0.096
C -8.155 -3.848 -2.475 -0.028 0.001 -0.004
C -7.137 -4.468 -3.188 -0.053 0.071 0.082
C -5.814 -4.298 -2.806 0.197 -0.064 -0.096
H -6.275 -2.284 -0.121 0.006 -0.016 0.003
H -8.643 -2.573 -0.820 0.007 0.000 0.022
H -9.185 -3.981 -2.777 0.001 -0.003 -0.002
H -7.373 -5.087 -4.042 0.016 0.000 -0.013
H -5.006 -4.767 -3.351 -0.002 -0.009 0.024
F 5.607 2.964 5.926 0.007 0.019 -0.008
C 5.377 1.649 6.110 -0.038 -0.223 0.054
C 5.299 0.820 5.009 0.019 0.064 -0.214
C 5.070 -0.534 5.204 -0.037 0.028 0.169
C 4.912 -1.038 6.489 -0.022 -0.053 -0.012
C 4.988 -0.185 7.581 0.004 -0.007 -0.111
C 5.226 1.170 7.396 -0.003 0.090 0.133
H 5.419 1.231 4.016 0.029 0.036 0.024
H 5.016 -1.198 4.351 0.015 0.010 -0.017
H 4.731 -2.094 6.638 0.010 0.002 0.010
H 4.863 -0.574 8.583 0.017 0.010 0.014
H 5.298 1.849 8.235 -0.003 0.016 -0.021
```
Positions in Å, forces in eV/Å.

Molecular formula: C4H13NOS
Method: DFT, ωB97M-V/def2-TZVPD

The calculation puts the electronic energy at -688.35718 a.u. Its structure (SMILES) is CNCCCS.O.

XYZ file:
```
20
Properties=species:S:1:pos:R:3:forces:R:3
C 0.538 0.363 1.308 0.068 -0.177 0.158
N -0.016 -0.957 1.048 -0.186 0.211 0.129
C -0.256 -1.310 -0.348 -0.026 -0.052 0.285
C -1.703 -1.730 -0.598 -0.014 0.061 -0.102
C -2.689 -0.656 -0.167 0.070 0.265 0.024
S -2.961 0.639 -1.433 -0.020 -0.090 0.078
H 1.628 0.405 1.217 0.093 0.102 -0.184
H 0.102 1.094 0.630 -0.024 0.000 -0.077
H 0.294 0.680 2.321 -0.050 0.020 0.110
H 0.538 -1.661 1.508 -0.037 -0.047 0.032
H -0.061 -0.439 -0.978 0.194 -0.053 -0.074
H 0.426 -2.116 -0.625 -0.028 0.040 -0.362
H -1.824 -1.899 -1.666 -0.036 -0.178 -0.175
H -1.944 -2.668 -0.097 0.134 -0.031 0.175
H -3.658 -1.076 0.083 -0.115 -0.006 -0.121
H -2.324 -0.151 0.724 -0.049 -0.099 0.121
H -2.130 1.551 -0.920 0.027 0.035 -0.018
O 5.447 3.618 -0.898 -0.012 -0.066 0.056
H 5.976 3.181 -0.226 0.121 0.041 0.025
H 4.617 3.133 -0.885 -0.109 0.025 -0.081
```
Positions in Å, forces in eV/Å.

Quick rundown of max |F|, same order as above: 0.88; 0.37 eV/A
Quick rundown of highest occupied orbital energy, same order as above: -10.8; -8.8 eV
Quick rundown of gap between HOMO and LUMO, same order as above: 6.87; 9.29 eV